Record 1
Entry from the OMol25 dataset: one molecule with the formula CH3OP at a distorted geometry (ωB97M-V/def2-TZVPD).

Computed properties:
Orbital gap (spin up / spin down) = 8.06 / 7.67 eV
E = -456.32512 Ha
Spin multiplicity = 3
Energy relative to the best compared isomer or geometry (same formula, charge and spin) = 88.2 kJ/mol
LUMO level (spin up / spin down) = 1.02 / -2.50 eV
HOMO level (spin up / spin down) = -7.0 / -10.2 eV

Geometry as XYZ:
```
6
CH3OP ωB97M-V/def2-TZVPD
P 0.72 -0.74 -0.04
O -1.55 0.29 -1.07
C -0.86 0.21 0.03
H 1.45 -0.02 0.97
H 1.46 -0.17 -0.93
H -1.22 0.43 1.04
```

Calculated atomic charges, method natural (NBO), unit e: P 0.3637; O -0.2450; C -0.2992; H -0.0100; H -0.0486; H 0.2391



Record 2
Entry from the OMol25 dataset: C22H60F6NO14S2Zn as an isolated structure at a distorted geometry (ωB97M-V/def2-TZVPD).

Computed properties:
Orbital gap = 5.28 eV
Net charge = +1
E = -5156.77845 Ha
Energy relative to the best compared isomer or geometry (same formula, charge and spin) = 281.4 kJ/mol
LUMO level = -6.32 eV
HOMO level = -11.6 eV

Geometry as XYZ:
```
106
C22H60F6NO14S2Zn ωB97M-V/def2-TZVPD
Zn -18.14 23.17 6.36
S -19.81 20.40 6.60
S -19.20 21.61 8.99
F -17.58 19.49 8.60
F -22.29 20.00 5.83
F -21.50 21.93 5.24
F -18.11 19.99 10.70
F -22.08 21.59 7.27
F -16.65 21.11 9.55
O -18.87 22.86 9.63
O -15.95 15.94 7.53
O -21.53 14.52 5.07
O -25.66 23.63 4.92
O -19.15 16.29 0.88
O -20.33 16.91 9.13
O -17.96 25.90 9.91
O -19.16 22.95 4.42
O -19.15 20.26 5.29
O -20.44 21.02 9.42
O -24.74 22.59 12.62
O -23.82 23.47 2.74
O -19.17 24.85 6.87
O -19.97 19.19 7.34
N -19.00 21.77 7.36
C -23.47 21.18 11.17
C -14.81 18.00 7.20
C -20.03 16.33 5.02
C -18.57 22.37 3.23
C -17.80 20.41 9.51
C -22.60 17.28 9.79
C -20.62 24.93 6.90
C -16.06 26.82 11.11
C -21.13 15.66 5.83
C -18.92 18.26 2.20
C -21.13 17.54 10.15
C -25.66 21.83 6.47
C -21.55 21.01 6.20
C -24.35 21.65 1.26
C -26.06 22.27 5.04
C -21.10 25.16 8.29
C -23.71 22.59 11.64
C -15.72 16.97 6.56
C -18.41 16.86 1.94
C -17.44 26.15 11.21
C -23.36 22.20 2.25
C -19.61 21.92 2.25
H -17.31 25.25 11.82
H -15.32 26.18 10.63
H -16.65 17.41 6.20
H -21.97 16.32 6.07
H -19.91 17.57 8.57
H -18.96 15.36 0.73
H -20.00 18.23 2.39
H -19.28 21.44 1.33
H -18.51 18.63 3.15
H -22.92 16.37 9.28
H -20.39 16.59 4.02
H -23.41 20.56 12.07
H -22.47 14.39 5.19
H -25.75 22.65 7.19
H -20.85 25.70 6.16
H -18.89 25.66 7.31
H -23.13 17.23 10.74
H -16.81 16.11 7.93
H -27.11 22.11 4.80
H -22.33 22.28 1.88
H -26.26 21.02 6.89
H -23.91 23.32 10.84
H -21.08 24.01 6.52
H -15.34 16.48 5.66
H -20.91 17.14 11.13
H -25.44 21.66 4.38
H -20.81 24.38 9.00
H -22.58 21.17 10.55
H -18.71 19.02 1.45
H -25.36 21.65 1.67
H -24.35 22.01 0.23
H -16.26 27.70 10.50
H -18.51 16.35 2.90
H -20.18 22.76 1.84
H -19.17 15.67 4.89
H -19.63 17.22 5.51
H -14.87 18.89 6.56
H -19.83 23.55 4.04
H -17.36 16.89 1.63
H -24.10 20.59 1.26
H -17.92 21.57 3.58
H -20.69 26.08 8.72
H -23.22 21.58 3.14
H -25.99 24.08 5.70
H -18.15 26.82 11.69
H -15.26 18.30 8.15
H -15.83 27.32 12.05
H -22.97 18.07 9.12
H -13.80 17.67 7.38
H -24.51 23.32 3.39
H -20.88 18.60 10.12
H -24.62 21.53 6.59
H -24.72 23.47 13.01
H -17.41 25.23 9.48
H -22.78 22.97 12.09
H -24.29 20.88 10.51
H -17.84 23.07 2.81
H -20.20 21.11 2.68
H -20.69 15.36 6.79
H -22.18 25.15 8.37
```

Results of the Mulliken charge analysis, in e, for atoms 1 through 8: Zn 0.3613; S -0.3996; S -0.0519; F -0.1224; F -0.1230; F -0.0212; F -0.1669; F -0.0017



Record 3
Entry from the OMol25 dataset: C3H4HgO3 as an isolated structure at a distorted geometry (ωB97M-V/def2-TZVPD).

Computed properties:
Orbital gap (spin up / spin down) = 5.05 / 7.64 eV
Net charge = -1
E = -495.77970 Ha
Spin multiplicity = 2
Energy relative to the best compared isomer or geometry (same formula, charge and spin) = 223.0 kJ/mol
LUMO level (spin up / spin down) = 3.72 / 3.54 eV
HOMO level (spin up / spin down) = -1.3 / -4.1 eV

Geometry as XYZ:
```
11
C3H4HgO3 ωB97M-V/def2-TZVPD
Hg 0.25 2.38 1.02
O -0.46 -0.84 0.93
O -0.36 -1.53 -1.16
O -1.79 -2.52 0.27
C 0.60 0.02 0.39
C 0.37 -0.04 -1.05
C -0.87 -1.75 0.03
H -0.13 4.14 2.07
H 1.28 0.11 -1.65
H -0.45 0.51 -1.53
H 1.55 -0.46 0.67
```

Results of the natural (NBO) charge analysis, in e, for atoms 1 through 8: Hg 0.3584; O -0.5420; O -0.5650; O -0.6664; C -0.3697; C -0.1260; C 0.9580; H -0.5756



Record 4
Entry from the OMol25 dataset: C53H42BiI2N4O7 as an isolated structure at a distorted geometry (ωB97M-V/def2-TZVPD).

Computed properties:
Orbital gap = 6.67 eV
Net charge = -1
E = -3600.68601 Ha
Energy relative to the best compared isomer or geometry (same formula, charge and spin) = 117.4 kJ/mol
LUMO level = 2.07 eV
HOMO level = -4.6 eV

Geometry as XYZ:
```
109
C53H42BiI2N4O7 ωB97M-V/def2-TZVPD
Bi -0.09 0.08 -0.48
I -0.01 -2.77 -5.18
I 3.40 1.33 -7.91
O 0.37 -0.64 -2.90
O -0.41 0.48 1.70
O 1.53 1.62 -0.13
O 2.65 1.72 1.86
O 1.39 -1.35 0.09
O -1.92 6.62 0.05
O -1.64 4.81 -1.18
N -0.15 2.16 -2.37
N -2.76 0.78 -2.07
N 0.23 3.84 0.54
N -1.39 -2.14 0.18
C 0.51 -2.76 4.02
C 1.86 2.12 1.03
C -2.55 1.79 -2.88
C -2.02 1.39 3.08
C 4.52 -2.08 -3.74
C 1.25 2.22 -2.97
C -3.45 3.38 3.09
C 1.73 4.29 2.36
C -4.96 2.17 -3.05
C -4.02 0.46 -1.75
C 0.39 -3.26 -1.04
C -1.48 0.12 2.45
C -3.65 2.48 -3.36
C -0.81 -3.27 -0.12
C 3.02 -5.48 1.68
C 0.84 -0.12 -3.98
C -1.04 -0.98 3.46
C -5.16 1.09 -2.16
C 1.01 5.45 2.67
C -2.58 3.98 4.01
C -2.35 -1.99 1.09
C -1.16 1.99 3.99
C -2.60 -0.58 1.58
C 1.43 -0.42 -6.40
C 3.80 -3.42 2.71
C -0.01 5.84 1.83
C 3.10 -3.58 -2.44
C -0.34 5.01 0.77
C 2.12 1.58 -5.13
C -1.30 -4.46 0.40
C -1.38 5.41 -0.18
C -1.45 3.31 4.44
C -2.83 -3.10 1.75
C 3.16 -2.73 1.68
C 1.49 1.17 -3.99
C -2.34 -4.33 1.31
C 3.67 -4.83 2.71
C 2.35 -4.77 0.70
C -1.39 -2.33 5.40
C -1.80 -1.31 4.58
C 1.68 -2.59 -0.44
C -3.16 2.08 2.64
C 1.29 3.52 1.29
C 3.23 -1.26 -1.93
C 4.08 -1.01 -2.98
C 2.21 0.73 -6.27
C 0.12 -1.71 3.18
C 4.01 -3.38 -3.47
C -1.19 2.35 -3.33
C 0.74 -0.78 -5.24
C 2.36 -3.39 0.69
C -0.21 -3.01 5.13
C 2.74 -2.48 -1.60
H 1.53 3.17 -3.35
H 3.22 -1.58 1.66
H -2.83 4.90 4.48
H -5.78 2.78 -3.27
H -0.52 6.81 1.98
H 1.72 -5.35 0.05
H 0.22 -2.60 -1.92
H 0.59 -4.19 -1.53
H -3.46 -3.02 2.63
H -3.53 3.29 -4.04
H -2.62 -0.65 4.82
H 4.30 0.07 -3.18
H 2.93 -6.59 1.65
H 1.23 6.07 3.54
H 1.42 -3.29 3.81
H -2.80 -5.19 1.71
H 4.43 -2.94 3.45
H -6.08 0.69 -1.77
H 5.22 -1.95 -4.53
H 1.37 -0.97 -7.32
H -0.79 3.77 5.21
H 3.04 -0.40 -1.30
H -1.01 -5.41 0.02
H -1.15 3.38 -3.76
H -2.82 0.16 0.79
H -3.56 -0.41 2.12
H -0.25 1.53 4.29
H 4.38 -4.24 -4.05
H -1.97 -2.56 6.28
H 1.89 1.97 -2.18
H 2.74 -4.60 -2.31
H -2.61 6.70 -0.62
H -0.90 1.69 -4.20
H 2.63 2.52 -5.24
H -3.92 1.52 2.07
H -0.19 2.93 -1.67
H -4.05 -0.25 -1.02
H 2.66 3.99 2.88
H -4.36 3.84 2.80
H 0.63 -1.45 2.25
H 4.20 -5.39 3.51
H 0.16 -3.80 5.78
```

Results of the Mulliken charge analysis, in e, for atoms 1 through 8: Bi 4.6982; I -0.0852; I -0.0392; O -0.0108; O -1.0469; O -0.0894; O -0.7815; O -1.0850